Molecular formula: C34H51AsF5IrNSbSeSi3
Method: DFT, wB97M-V/def2-TZVPD

```
98
Properties=species:S:1:pos:R:3:lowdin_charge:R:1
Ir -0.687 -0.373 0.525 0.5982
C -0.068 0.491 -1.238 -0.4163
Si -0.473 -0.649 -2.687 0.6534
C -1.458 -2.049 -1.835 -0.2384
N -0.888 -2.219 -0.464 -0.3409
C 0.474 -2.887 -0.586 -0.1760
C 0.595 -4.161 0.229 -0.1773
C -0.506 -5.130 -0.185 -0.1748
C -1.893 -4.496 0.032 -0.1538
C -1.798 -3.022 0.408 -0.2198
C 1.062 -1.378 -3.493 -0.2728
C 2.345 -0.903 -3.222 -0.0848
C 3.465 -1.474 -3.815 -0.0776
C 3.319 -2.537 -4.693 -0.0872
C 2.050 -3.020 -4.985 -0.0831
C 0.937 -2.442 -4.393 -0.1099
C -1.513 0.114 -4.044 -0.2333
C -2.841 0.494 -3.827 -0.0958
C -3.589 1.098 -4.828 -0.0808
C -3.019 1.338 -6.070 -0.0885
C -1.702 0.972 -6.306 -0.0858
C -0.959 0.366 -5.303 -0.0918
H -0.646 1.411 -1.356 -0.0433
H 0.986 0.777 -1.212 -0.0331
H -1.427 -3.004 -2.371 0.0954
H -2.507 -1.770 -1.722 0.0396
H 1.224 -2.153 -0.308 0.0776
H 0.622 -3.144 -1.634 0.1027
H 0.569 -3.942 1.298 0.0947
H 1.579 -4.589 0.025 0.1232
H -0.422 -6.076 0.349 0.1087
H -0.363 -5.358 -1.245 0.1112
H -2.420 -4.990 0.850 0.1164
H -2.521 -4.618 -0.852 0.1080
H -1.424 -2.921 1.429 0.0960
H -2.773 -2.537 0.377 0.0699
H 2.479 -0.071 -2.542 0.0712
H 4.451 -1.087 -3.590 0.1032
H 4.190 -2.984 -5.155 0.1015
H 1.929 -3.845 -5.677 0.1023
H -0.048 -2.826 -4.640 0.1079
H -3.305 0.332 -2.862 0.0467
H -4.614 1.385 -4.634 0.1041
H -3.601 1.810 -6.852 0.1015
H -1.251 1.159 -7.272 0.1018
H 0.068 0.088 -5.507 0.0961
C 2.005 -0.280 5.199 -0.2263
Si 1.584 -1.338 3.708 0.2133
C 0.029 -2.319 4.084 -0.2181
C 2.985 -2.542 3.358 -0.2205
As 1.181 0.089 1.897 0.6934
Si 3.160 1.317 1.573 0.2175
C 2.983 2.958 2.459 -0.2252
C 4.635 0.357 2.228 -0.2280
C 3.464 1.625 -0.248 -0.2321
H 2.259 -0.907 6.059 0.0323
H 1.161 0.353 5.477 0.0296
H 2.857 0.373 4.999 0.0105
H 0.123 -2.765 5.078 0.0371
H -0.120 -3.135 3.375 0.0077
H -0.862 -1.692 4.075 0.0044
H 2.904 -3.416 4.010 0.0323
H 3.952 -2.074 3.534 0.0088
H 2.965 -2.888 2.324 0.0169
H 3.097 2.859 3.540 0.0272
H 1.995 3.373 2.267 -0.0252
H 3.730 3.670 2.099 0.0350
H 4.548 0.082 3.279 0.0058
H 5.556 0.933 2.110 0.0342
H 4.730 -0.562 1.645 0.0295
H 2.702 2.283 -0.675 -0.0127
H 3.514 0.700 -0.822 0.0068
H 4.427 2.138 -0.342 0.0367
C 0.254 6.225 0.320 -0.3613
Sb -0.008 4.113 0.013 1.2606
C -1.807 4.204 -1.152 -0.3458
C -1.015 3.853 1.896 -0.3365
H -0.683 6.684 0.636 0.0026
H 0.598 6.707 -0.595 -0.0092
H 1.005 6.376 1.094 -0.0088
H -2.469 4.966 -0.740 0.0061
H -2.310 3.238 -1.102 -0.0317
H -1.581 4.435 -2.191 -0.0028
H -0.456 4.359 2.683 0.0055
H -1.099 2.798 2.154 -0.0328
H -2.003 4.310 1.816 0.0024
F -4.084 2.810 5.357 0.1285
C -3.877 2.231 4.173 -0.1336
C -4.231 2.882 3.005 -0.1561
F -4.765 4.105 3.061 0.1223
C -3.999 2.276 1.781 -0.2737
F -4.317 2.972 0.682 0.0777
C -3.424 1.020 1.676 -0.4828
Se -3.051 0.199 -0.007 0.7767
C -3.094 0.393 2.866 -0.2606
F -2.529 -0.835 2.845 0.0176
C -3.299 0.975 4.102 -0.1405
F -2.950 0.334 5.221 0.1191
```

The value obtained for the strongest force on any atom is 0.526 eV/A. For the HOMO energy (alpha / beta), the calculation gives -7.417 / -7.417 eV. As for the total energy: -210358.42927 eV. The relative energy (zero: lowest compared OMol25 entry of this formula, charge and spin) is 0.0 kcal per mole. Its molar mass is 1120.896 g mol⁻¹. As for the spin multiplicity: 1. The charge is 0.